The following is a DFT calculation (wB97M-V/def2-TZVPD) of a structure of composition C19H15Cl3IrN4O2S3 in a non-equilibrium geometry.

Results
Net charge ... +2
Multiplicity ... 2
E_LUMO (alpha / beta) ... -9.37 / -9.35 eV
Energy above the lowest of the compared OMol25 structures with the same formula, charge and spin ... 41.10 kcal per mole

CARTESIAN COORDINATES (ANGSTROEM)
Ir  0.020  -0.022  0.167
Cl  -3.624  2.496  -5.515
C  -2.750  1.526  -4.438
C  -2.329  2.072  -3.213
C  -1.629  1.285  -2.349
Cl  -1.083  1.876  -0.837
C  -1.292  -0.082  -2.622
O  -0.644  -0.801  -1.809
C  -1.748  -0.593  -3.897
Cl  -1.383  -2.205  -4.275
C  -2.455  0.198  -4.766
H  -2.560  3.098  -2.966
H  -2.787  -0.210  -5.711
N  0.929  -1.746  0.660
C  1.331  -2.828  0.725
N  1.789  -4.035  0.788
C  3.227  -4.284  0.625
C  3.844  -4.409  2.024
O  3.180  -5.403  2.768
C  1.809  -5.135  2.950
C  1.095  -5.046  1.597
H  3.692  -3.472  0.069
H  3.352  -5.223  0.085
H  3.782  -3.435  2.531
H  4.884  -4.720  1.951
H  1.665  -4.190  3.495
H  1.407  -5.961  3.535
H  0.049  -4.773  1.730
H  1.166  -6.004  1.080
S  1.017  3.545  7.300
C  1.244  2.927  5.781
S  -0.129  2.379  4.857
C  0.976  1.922  3.566
N  2.218  2.175  3.849
N  2.405  2.731  5.045
C  3.758  3.037  5.376
C  4.736  2.651  4.443
C  6.064  2.923  4.686
C  6.451  3.577  5.848
C  5.489  3.960  6.775
C  4.154  3.696  6.545
S  0.472  1.230  2.107
H  4.435  2.147  3.539
H  6.811  2.626  3.963
H  7.493  3.791  6.037
H  5.779  4.472  7.680
H  3.434  4.012  7.274

=====

The following is a DFT calculation (wB97M-V/def2-TZVPD) of a structure of composition C19H16BClF2INO2Tc in a non-equilibrium geometry.

Results
Net charge ... +2
Multiplicity ... 4
E_LUMO (alpha / beta) ... -7.85 / -9.20 eV

CARTESIAN COORDINATES (ANGSTROEM)
Tc  0.221  0.189  -0.568
Cl  3.464  -1.490  -6.374
C  2.401  -1.427  -5.046
C  1.310  -2.270  -4.998
C  0.411  -2.231  -3.931
I  -1.245  -3.479  -3.834
C  0.604  -1.331  -2.886
O  -0.203  -1.199  -1.842
C  1.719  -0.466  -2.936
N  1.817  0.398  -1.876
C  2.855  1.245  -1.854
C  3.815  1.270  -2.856
C  3.717  0.408  -3.931
C  2.642  -0.493  -3.995
H  1.151  -2.968  -5.809
H  2.927  1.923  -1.012
H  4.633  1.972  -2.784
H  4.457  0.419  -4.721
F  1.111  1.536  1.012
B  1.508  0.223  1.039
F  2.364  -0.185  1.900
C  -3.249  -6.239  -0.714
C  -3.094  -4.844  -0.230
C  -4.178  -3.962  -0.211
C  -4.047  -2.651  0.190
C  -5.253  -1.765  0.262
C  -2.730  -2.172  0.508
C  -2.562  -0.785  0.437
O  -1.472  -0.125  0.319
C  -1.663  -3.119  0.704
C  -0.434  -2.771  1.488
C  -1.864  -4.412  0.304
H  -4.158  -6.370  -1.298
H  -3.293  -6.929  0.134
H  -2.384  -6.542  -1.306
H  -5.156  -4.327  -0.501
H  -6.150  -2.373  0.357
H  -5.376  -1.163  -0.642
H  -5.210  -1.096  1.121
H  -3.474  -0.187  0.421
H  -0.733  -2.488  2.500
H  0.124  -1.938  1.069
H  0.227  -3.632  1.561
H  -1.067  -5.135  0.437

=====

Repeat the first record exactly.
The following is a DFT calculation (wB97M-V/def2-TZVPD) of a structure of composition C19H15Cl3IrN4O2S3 in a non-equilibrium geometry.

Results
Net charge ... +2
Multiplicity ... 2
E_LUMO (alpha / beta) ... -9.37 / -9.35 eV
Energy above the lowest of the compared OMol25 structures with the same formula, charge and spin ... 41.10 kcal per mole

CARTESIAN COORDINATES (ANGSTROEM)
Ir  0.020  -0.022  0.167
Cl  -3.624  2.496  -5.515
C  -2.750  1.526  -4.438
C  -2.329  2.072  -3.213
C  -1.629  1.285  -2.349
Cl  -1.083  1.876  -0.837
C  -1.292  -0.082  -2.622
O  -0.644  -0.801  -1.809
C  -1.748  -0.593  -3.897
Cl  -1.383  -2.205  -4.275
C  -2.455  0.198  -4.766
H  -2.560  3.098  -2.966
H  -2.787  -0.210  -5.711
N  0.929  -1.746  0.660
C  1.331  -2.828  0.725
N  1.789  -4.035  0.788
C  3.227  -4.284  0.625
C  3.844  -4.409  2.024
O  3.180  -5.403  2.768
C  1.809  -5.135  2.950
C  1.095  -5.046  1.597
H  3.692  -3.472  0.069
H  3.352  -5.223  0.085
H  3.782  -3.435  2.531
H  4.884  -4.720  1.951
H  1.665  -4.190  3.495
H  1.407  -5.961  3.535
H  0.049  -4.773  1.730
H  1.166  -6.004  1.080
S  1.017  3.545  7.300
C  1.244  2.927  5.781
S  -0.129  2.379  4.857
C  0.976  1.922  3.566
N  2.218  2.175  3.849
N  2.405  2.731  5.045
C  3.758  3.037  5.376
C  4.736  2.651  4.443
C  6.064  2.923  4.686
C  6.451  3.577  5.848
C  5.489  3.960  6.775
C  4.154  3.696  6.545
S  0.472  1.230  2.107
H  4.435  2.147  3.539
H  6.811  2.626  3.963
H  7.493  3.791  6.037
H  5.779  4.472  7.680
H  3.434  4.012  7.274